# 1
Density functional theory data (the ωB97M-V functional and the def2-TZVPD basis) for an isolated molecule of C15H28Si.

Geometry as ORCA input:
```
! wB97M-V def2-TZVPD RIJCOSX def2/J DEFGRID3
* xyz 0 1
C -3.722 -0.304 0.129
H 4.553 -0.112 0.520
H 1.316 -0.518 -1.691
H 5.106 1.522 0.116
C -2.499 -2.390 0.731
C -1.379 -0.765 -0.842
H -0.697 -1.554 -1.166
H 3.310 0.080 -3.566
H -3.451 -2.817 1.068
C -0.727 0.010 0.358
H 3.619 1.303 1.154
H -1.317 1.707 1.601
C -2.779 -0.503 2.460
C 3.934 -0.003 -2.662
H 0.316 1.497 -0.668
H -0.162 -0.438 2.385
H -1.532 -0.084 -1.658
H 4.071 -1.083 -2.453
C 2.851 2.657 -1.826
H -1.934 1.744 -0.077
H -3.763 1.263 1.690
C 0.591 0.688 -0.037
C 1.656 -0.169 -0.732
H -3.202 -1.852 -1.305
H 1.970 -1.009 -0.125
H -1.664 -2.405 2.763
Si 3.121 0.895 -1.235
C -2.742 -1.397 -0.417
H -2.297 0.044 3.268
C -0.524 -0.991 1.512
C 4.208 0.912 0.291
C -1.856 -1.661 1.962
H 2.448 3.341 -1.092
C -3.058 0.478 1.308
H -4.073 0.392 -0.630
H -4.653 -0.791 0.482
H -1.842 -3.215 0.383
H 0.974 1.162 0.852
H 3.885 2.962 -2.124
H 0.218 -1.720 1.275
H -3.723 -0.913 2.865
H 2.231 2.608 -2.720
H 4.962 0.321 -2.938
C -1.740 1.110 0.791
*
```

Properties
E_LUMO in eV: 0.79
ΔE to the lowest compared entry with this formula, charge and spin in kcal per mole: 0.8
E_HOMO in eV: -9.51
Molecular weight in g mol⁻¹: 236.48
DFT total energy in hartree: -877.900589

---

# 2
Density functional theory data (the ωB97M-V functional and the def2-TZVPD basis) for a structure of composition C15H29BrCdO6S.

Geometry as ORCA input:
```
! wB97M-V def2-TZVPD RIJCOSX def2/J DEFGRID3
* xyz 2 1
C -0.593 2.110 -0.440
H 1.299 0.667 1.603
H 4.206 -1.378 -0.023
C -1.250 1.026 0.423
H -2.859 -1.518 2.939
Br -1.279 -0.478 -3.594
H 2.190 -4.076 0.632
H -0.025 -0.199 -1.441
H -2.402 -1.534 -1.315
O -1.121 4.113 1.984
C 2.273 -2.981 0.534
H 4.141 0.816 1.006
C -3.505 -2.051 0.438
H -3.603 -3.898 1.570
H -4.283 -1.386 0.832
O -1.656 1.750 1.593
H 1.528 -0.339 0.170
C 0.776 2.707 0.050
H 2.250 1.601 -1.108
H -2.731 0.690 -1.210
H -3.987 -2.689 -0.316
H 3.313 0.202 2.437
H 4.858 -1.393 1.609
C 3.371 0.109 1.341
H -0.615 0.203 0.730
C -2.389 -1.232 -0.254
H -3.381 0.568 0.416
C 1.982 0.485 0.764
C -2.511 0.315 -0.203
O -3.232 -2.427 2.891
H 1.287 -0.182 -4.038
H 2.870 2.321 0.344
H 2.603 -2.755 -0.533
H -1.530 2.014 -2.368
H -1.947 -3.213 1.446
C 3.926 -1.269 1.039
H -1.407 -1.575 0.178
H 2.106 -0.131 -2.465
Cd 0.801 -2.045 -1.008
C 1.337 0.346 -3.084
S -2.028 3.299 1.248
C -0.045 0.404 -2.367
H 0.137 2.565 -2.457
C -0.520 1.842 -1.968
C 2.003 1.778 -0.060
H 1.728 1.357 -3.228
O 3.071 -2.365 1.458
H 0.945 3.557 -0.626
H 1.193 -2.582 0.761
H 0.738 3.122 1.062
O -3.424 3.515 1.296
C -3.023 -2.965 1.589
O -1.588 3.178 -0.279
*
```

Properties
E_LUMO in eV: -11.41
ΔE to the lowest compared entry with this formula, charge and spin in kcal per mole: 0.0
E_HOMO in eV: -15.71
Molecular weight in g mol⁻¹: 529.77
DFT total energy in hartree: -4179.464119

---

# 3
Density functional theory data (the ωB97M-V functional and the def2-TZVPD basis) for a cluster of 2 separate species, C15H29ClFN4O6 in total.

Geometry as ORCA input:
```
! wB97M-V def2-TZVPD RIJCOSX def2/J DEFGRID3
* xyz -1 1
N 2.403 -0.162 -1.391
H -1.440 0.506 -0.304
H -4.478 1.624 3.871
H -0.758 -1.250 -0.275
F -2.723 -1.030 1.622
O -2.371 -2.831 -1.540
Cl 3.775 -0.196 1.048
C -1.392 -0.457 1.691
H 2.727 1.073 -3.180
H -2.634 0.600 -2.305
H 3.614 -1.707 -3.560
C -0.742 -0.223 0.253
C -2.958 3.195 3.686
H -2.054 3.468 4.262
H -0.884 1.502 -3.619
C 0.684 1.513 1.044
H -0.350 2.010 1.118
H -0.838 -1.117 -4.120
C 1.212 0.450 -1.091
H -0.330 -1.419 -2.395
N 0.476 1.355 -1.962
O -3.778 2.216 5.732
H 4.096 -1.415 -1.019
H -0.273 1.871 -1.488
H 2.664 2.184 3.676
C 3.057 0.072 -2.725
H -0.716 -1.154 2.302
H -1.507 0.518 2.296
C -3.032 -1.618 -1.829
H 1.289 -2.272 -0.606
C 3.143 -1.052 -0.482
H -2.896 1.075 4.241
H 2.850 -3.342 -0.601
H 3.119 -2.788 1.982
N 2.799 -1.077 -3.642
N 0.676 0.214 0.283
C -3.587 1.913 4.458
H -2.781 -3.203 -0.722
C 1.252 1.394 2.524
H 1.556 -1.733 1.872
C -0.112 0.759 -3.187
H 1.485 -3.555 1.663
C 2.121 -2.631 1.434
H 2.754 -0.764 -4.622
C -0.836 -0.653 -3.062
O 1.151 0.415 3.288
H -2.986 -0.490 -3.722
H 0.708 0.671 -3.983
O 2.007 2.514 3.019
C 2.331 -2.429 -0.141
H 4.186 0.130 -2.515
C -2.419 -0.452 -2.718
H -3.632 4.039 3.918
H 1.351 2.285 0.504
O -4.199 -1.447 -1.385
O -2.785 2.899 2.405
*
```

Properties
E_LUMO in eV: 0.69
E_HOMO in eV: -1.27
Molecular weight in g mol⁻¹: 415.87
DFT total energy in hartree: -1819.157149

---

- Which of these has the lowest E_LUMO?
  C15H29BrCdO6S

---

What did the third record say?
Density functional theory data (the ωB97M-V functional and the def2-TZVPD basis) for a cluster of 2 separate species, C15H29ClFN4O6 in total.

Geometry as ORCA input:
```
! wB97M-V def2-TZVPD RIJCOSX def2/J DEFGRID3
* xyz -1 1
N 2.403 -0.162 -1.391
H -1.440 0.506 -0.304
H -4.478 1.624 3.871
H -0.758 -1.250 -0.275
F -2.723 -1.030 1.622
O -2.371 -2.831 -1.540
Cl 3.775 -0.196 1.048
C -1.392 -0.457 1.691
H 2.727 1.073 -3.180
H -2.634 0.600 -2.305
H 3.614 -1.707 -3.560
C -0.742 -0.223 0.253
C -2.958 3.195 3.686
H -2.054 3.468 4.262
H -0.884 1.502 -3.619
C 0.684 1.513 1.044
H -0.350 2.010 1.118
H -0.838 -1.117 -4.120
C 1.212 0.450 -1.091
H -0.330 -1.419 -2.395
N 0.476 1.355 -1.962
O -3.778 2.216 5.732
H 4.096 -1.415 -1.019
H -0.273 1.871 -1.488
H 2.664 2.184 3.676
C 3.057 0.072 -2.725
H -0.716 -1.154 2.302
H -1.507 0.518 2.296
C -3.032 -1.618 -1.829
H 1.289 -2.272 -0.606
C 3.143 -1.052 -0.482
H -2.896 1.075 4.241
H 2.850 -3.342 -0.601
H 3.119 -2.788 1.982
N 2.799 -1.077 -3.642
N 0.676 0.214 0.283
C -3.587 1.913 4.458
H -2.781 -3.203 -0.722
C 1.252 1.394 2.524
H 1.556 -1.733 1.872
C -0.112 0.759 -3.187
H 1.485 -3.555 1.663
C 2.121 -2.631 1.434
H 2.754 -0.764 -4.622
C -0.836 -0.653 -3.062
O 1.151 0.415 3.288
H -2.986 -0.490 -3.722
H 0.708 0.671 -3.983
O 2.007 2.514 3.019
C 2.331 -2.429 -0.141
H 4.186 0.130 -2.515
C -2.419 -0.452 -2.718
H -3.632 4.039 3.918
H 1.351 2.285 0.504
O -4.199 -1.447 -1.385
O -2.785 2.899 2.405
*
```

Properties
E_LUMO in eV: 0.69
E_HOMO in eV: -1.27
Molecular weight in g mol⁻¹: 415.87
DFT total energy in hartree: -1819.157149

---

- Among the records above, which one has the highest E_LUMO?
  C15H28Si